A gas-phase ion, CH5N3O3P (charge -1), computed with ωB97M-V with the def2-TZVPD basis set.

Each atom is followed by the atoms it is bonded to, with distances in Å.
Element x y z (Å)
1 C -2.837 -0.007 -0.042  N4 1.569, O5 1.214, O6 1.212
2 N 1.079 -0.156 -1.017  P8 1.742, H9 1.042, H10 1.076
3 N 0.140 0.891 1.288  P8 1.614, H11 1.037, H12 0.971
4 N -1.395 -0.601 -0.212  C1 1.569, P8 1.670, H13 1.052
5 O -3.659 -0.458 -0.813  C1 1.214
6 O -2.812 0.861 0.803  C1 1.212
7 O -0.571 1.932 -0.973  P8 1.515
8 P -0.271 0.634 -0.250  N2 1.742, N3 1.614, N4 1.670, O7 1.515
9 H 1.021 0.094 -2.027  N2 1.042
10 H 1.189 -1.211 -0.840  N2 1.076
11 H -0.398 1.733 1.567  N3 1.037
12 H 0.138 0.205 1.976  N3 0.971
13 H -1.183 -1.307 -0.963  N4 1.052

Properties
Kohn-Sham gap	8.79	eV
multiplicity	1
total charge	-1
LUMO energy	3.921	eV
strongest force on any atom	3.44	eV Å⁻¹
energy	-772.6230	hartree
SMILES	NP(N)(=O)NC(=O)[O-]

Results of the Mulliken charge analysis, in e, for atoms 1 through 8: 0.55, -0.74, -0.59, -0.33, -0.70, -0.64, -0.73, 0.87